No. 1
53
Properties=species:S:1:pos:R:3 method="wB97M-V/def2-TZVPD" total_charge=+1 relative_energy_ev=0.8670 lumo_energy_ev=-3.69 largest_force_ev_per_a=0.278 homo_lumo_gap_ev=7.23
Pt -0.470 0.287 -0.858
N -0.363 5.189 1.145
C 0.392 4.696 0.418
N 1.285 4.162 -0.399
C 1.106 2.952 -0.756
N 1.023 1.835 -1.104
C -2.717 -2.744 -1.662
C -2.042 -1.520 -2.300
C -2.747 -1.167 -3.616
C -2.082 -0.423 -1.308
C -0.524 -1.665 -2.445
C 0.181 -2.834 -2.120
C 1.549 -2.865 -2.234
C 2.277 -1.732 -2.643
C 1.616 -0.580 -2.959
C 0.199 -0.524 -2.871
H -3.776 -2.537 -1.511
H -2.274 -3.002 -0.700
H -2.634 -3.603 -2.329
H -3.812 -1.013 -3.442
H -2.630 -1.989 -4.323
H -2.344 -0.263 -4.072
H -3.012 -0.051 -0.876
H -0.349 -3.714 -1.786
H 2.081 -3.777 -1.994
H 3.355 -1.781 -2.711
H 2.151 0.302 -3.281
H -0.309 0.279 -3.394
C 0.515 1.916 2.356
N -0.870 2.348 2.455
C -1.137 3.218 3.602
C -1.750 2.204 1.477
C -3.067 2.914 1.600
O -1.580 1.532 0.422
H 1.158 2.792 2.456
H 0.712 1.439 1.408
H 0.736 1.217 3.165
H -0.492 2.901 4.419
H -2.166 3.131 3.933
H -0.918 4.254 3.338
H -2.871 3.988 1.633
H -3.600 2.625 2.505
H -3.676 2.682 0.733
N 3.172 -1.613 3.083
C 3.600 -2.332 2.033
N 4.607 -3.194 2.217
N 3.082 -2.251 0.821
C 2.095 -1.422 0.616
N 1.243 -0.664 0.409
H 3.604 -1.684 3.986
H 2.429 -0.946 2.959
H 5.098 -3.276 3.088
H 4.945 -3.698 1.416


No. 2
6
Properties=species:S:1:pos:R:3 method="wB97M-V/def2-TZVPD" total_charge=+2 relative_energy_ev=0.0000 lumo_energy_ev=-10.21 largest_force_ev_per_a=3.829 homo_lumo_gap_ev=7.26
C 0.188 0.570 -0.308
O -0.295 -0.751 -0.020
H -0.638 1.252 -0.592
Y 1.170 -0.937 -1.733
Li -0.892 -1.103 1.808
H 0.467 0.970 0.846


No. 3
15
Properties=species:S:1:pos:R:3 method="wB97M-V/def2-TZVPD" total_charge=0 relative_energy_ev=4.6233 lumo_energy_ev=1.31 largest_force_ev_per_a=17.262 smiles="C/C=C/CC" homo_lumo_gap_ev=10.19
C -1.552 -1.951 0.002
C -0.415 -1.182 -0.164
C -0.034 -0.052 0.500
C 1.217 0.702 0.190
C 0.854 2.118 -0.439
H -2.381 -1.666 0.790
H -1.280 -2.878 0.384
H -2.205 -2.190 -0.654
H 0.294 -1.840 -0.942
H -0.868 0.370 1.247
H 2.106 0.234 -0.450
H 1.609 0.861 1.084
H 0.317 2.815 0.209
H 1.822 2.731 -0.554
H 0.516 1.926 -1.201


No. 4
19
Properties=species:S:1:pos:R:3 method="wB97M-V/def2-TZVPD" total_charge=0 relative_energy_ev=5.5818 lumo_energy_ev=-3.35 largest_force_ev_per_a=4.574 homo_lumo_gap_ev=5.42
C -2.145 -0.620 0.353
C -0.916 -0.327 -0.351
C -0.726 0.986 -0.993
C 0.298 -1.091 -0.065
O -3.081 0.148 0.456
H -2.182 -1.580 0.892
H -0.382 1.011 1.793
H -0.255 0.925 -1.974
H -0.062 1.607 -0.347
H -1.710 1.501 -1.058
H 0.923 -0.533 0.629
H 0.927 -1.226 -0.964
H 0.043 -2.074 0.406
H 4.061 -0.782 0.185
H 0.059 1.374 2.269
O 3.114 -0.919 0.140
H 2.249 2.049 -0.175
H 2.678 -0.006 0.018
O 1.750 1.241 -0.018


No. 5
15
Properties=species:S:1:pos:R:3 method="wB97M-V/def2-TZVPD" total_charge=0 relative_energy_ev=8.1407 lumo_energy_ev="0.61 / 0.45" largest_force_ev_per_a=0.373 homo_lumo_gap_ev="7.30 / 6.95"
C 0.535 0.299 -0.205
C 0.138 0.093 1.060
C -0.120 2.467 0.100
C 0.706 -1.920 -0.187
C -0.178 -2.502 -0.975
N -0.178 -0.111 2.191
N -1.079 2.896 -0.587
H -0.504 0.608 2.827
H -1.598 2.153 -1.076
H -0.170 0.231 -1.021
H 1.573 0.518 -0.395
H 0.487 3.211 0.646
H 1.543 -2.434 0.281
H -1.007 -1.947 -1.420
H -0.149 -3.560 -1.242


No. 6
212
Properties=species:S:1:pos:R:3 method="wB97M-V/def2-TZVPD" total_charge=0 relative_energy_ev=7.4183 lumo_energy_ev=0.07 largest_force_ev_per_a=3.865 smiles=COC[C@H](C)N.COC[C@H](C)N.COC[C@H](C)N.COC[C@H](C)N.COCCNCCOC.COCCNCCOC.COCCNCCOC.COCCNCCOC.COCCNCCOC.COCCNCCOC homo_lumo_gap_ev=8.72
C 8.892 6.376 3.463
O 7.649 5.599 3.144
C 7.648 4.894 1.926
C 6.257 4.279 1.852
C 6.048 3.135 2.787
N 6.014 3.815 0.465
H 8.948 6.664 4.513
H 8.878 7.251 2.813
H 9.853 5.904 3.261
H 7.922 5.545 1.096
H 8.474 4.183 1.947
H 5.495 5.052 1.957
H 5.743 3.368 3.808
H 6.986 2.592 2.895
H 5.375 2.343 2.460
H 5.227 3.182 0.450
H 6.799 3.314 0.073
C -1.677 -1.198 -2.875
O -1.708 -0.621 -1.545
C -1.152 -1.483 -0.516
C -1.341 -0.963 0.898
C -0.534 0.301 1.146
N -1.027 -1.999 1.884
H -2.046 -0.404 -3.524
H -2.344 -2.036 -3.074
H -0.678 -1.488 -3.202
H -1.483 -2.511 -0.667
H -0.069 -1.570 -0.602
H -2.367 -0.641 1.076
H -0.625 0.668 2.169
H -0.932 1.069 0.483
H 0.524 0.194 0.905
H -0.145 -2.448 1.681
H -1.659 -2.783 1.956
C 3.415 -0.292 -4.204
O 4.172 0.044 -5.364
C 4.487 1.442 -5.521
C 3.351 2.201 -6.257
C 2.977 1.691 -7.673
N 3.702 3.603 -6.468
H 2.915 -1.255 -4.305
H 2.666 0.477 -4.015
H 4.022 -0.384 -3.303
H 4.724 1.897 -4.559
H 5.381 1.539 -6.137
H 2.540 2.067 -5.541
H 1.979 2.007 -7.975
H 2.857 0.609 -7.732
H 3.566 2.051 -8.516
H 2.895 4.082 -6.840
H 4.094 4.119 -5.693
C -5.919 -6.512 -3.392
O -6.530 -6.549 -2.078
C -7.813 -6.015 -2.035
C -7.719 -4.453 -1.951
C -7.014 -4.094 -0.656
N -9.092 -3.921 -1.997
H -5.902 -5.554 -3.912
H -6.466 -7.241 -3.991
H -4.897 -6.878 -3.290
H -8.431 -6.374 -2.858
H -8.183 -6.425 -1.096
H -7.202 -4.118 -2.851
H -5.949 -4.308 -0.569
H -7.466 -4.579 0.210
H -7.147 -3.031 -0.456
H -9.161 -2.916 -2.064
H -9.382 -4.191 -2.926
C 2.651 5.719 6.341
O 2.280 6.377 7.588
C 3.107 5.910 8.660
C 4.577 6.385 8.690
N 4.927 7.301 9.764
C 6.327 7.788 9.622
C 6.761 9.008 10.486
O 8.169 9.041 10.325
C 8.811 10.084 11.131
H 3.666 5.931 6.006
H 1.967 5.971 5.530
H 2.704 4.634 6.426
H 3.059 4.832 8.815
H 2.617 6.428 9.485
H 4.939 6.814 7.755
H 5.256 5.534 8.750
H 4.905 6.674 10.555
H 6.550 8.020 8.581
H 6.991 6.970 9.902
H 6.535 8.872 11.544
H 6.275 9.887 10.063
H 8.137 10.151 11.986
H 8.772 11.072 10.673
H 9.839 9.781 11.329
C 4.091 -12.923 -7.608
O 4.011 -11.559 -7.238
C 5.207 -10.876 -7.592
C 4.757 -9.425 -7.700
N 4.236 -8.715 -6.467
C 3.515 -7.495 -6.749
C 2.900 -6.981 -5.483
O 1.987 -7.919 -4.918
C 0.927 -7.405 -4.062
H 4.251 -12.948 -8.686
H 3.157 -13.431 -7.368
H 4.835 -13.499 -7.058
H 5.619 -11.148 -8.564
H 5.943 -10.978 -6.795
H 3.973 -9.474 -8.456
H 5.585 -8.812 -8.054
H 3.563 -9.336 -6.039
H 2.703 -7.701 -7.446
H 4.109 -6.679 -7.161
H 2.370 -6.088 -5.816
H 3.739 -6.777 -4.819
H 0.227 -6.800 -4.638
H 1.387 -6.829 -3.259
H 0.367 -8.238 -3.639
C -1.045 -1.112 8.920
O 0.327 -1.263 8.637
C 0.656 -0.672 7.368
C 2.103 -1.181 6.997
N 3.020 -0.396 7.740
C 4.385 -0.732 7.414
C 4.941 -1.992 8.192
O 4.827 -1.719 9.629
C 5.465 -2.785 10.406
H -1.680 -1.431 8.094
H -1.250 -0.060 9.121
H -1.381 -1.626 9.821
H 0.465 0.399 7.304
H 0.080 -1.154 6.578
H 2.283 -1.127 5.923
H 2.306 -2.229 7.217
H 2.839 -0.713 8.682
H 5.068 0.086 7.645
H 4.509 -0.854 6.338
H 5.985 -2.208 7.965
H 4.315 -2.816 7.849
H 5.397 -2.567 11.472
H 6.484 -3.095 10.173
H 4.874 -3.700 10.359
C -3.536 -4.790 4.205
O -2.668 -5.460 3.314
C -2.178 -6.757 3.677
C -1.449 -7.313 2.410
N -0.339 -6.507 1.914
C 0.755 -6.363 2.900
C 2.011 -5.694 2.245
O 1.862 -4.288 2.324
C 2.947 -3.607 1.629
H -2.943 -4.496 5.072
H -4.361 -5.427 4.524
H -3.971 -3.913 3.725
H -3.077 -7.343 3.870
H -1.571 -6.676 4.578
H -2.205 -7.429 1.634
H -1.196 -8.341 2.670
H -0.591 -5.613 1.519
H 1.039 -7.342 3.289
H 0.393 -5.781 3.748
H 2.231 -6.062 1.243
H 2.907 -5.916 2.825
H 3.837 -3.578 2.258
H 2.547 -2.600 1.510
H 3.029 -4.053 0.638
C -1.793 5.089 -3.534
O -2.029 5.521 -4.839
C -0.892 6.265 -5.349
C -1.024 6.209 -6.891
N 0.058 6.815 -7.682
C 0.234 8.255 -7.559
C -0.945 9.048 -8.114
O -0.863 10.402 -7.692
C -1.817 11.228 -8.358
H -2.809 4.866 -3.208
H -1.306 5.856 -2.931
H -1.106 4.247 -3.618
H 0.060 5.873 -4.990
H -0.981 7.291 -4.991
H -2.039 6.433 -7.220
H -0.906 5.167 -7.188
H -0.164 6.627 -8.649
H 1.209 8.463 -8.001
H 0.391 8.529 -6.515
H -1.883 8.602 -7.784
H -0.920 9.064 -9.204
H -1.587 11.166 -9.422
H -1.695 12.241 -7.975
H -2.850 11.014 -8.081
C -15.971 0.602 -4.194
O -14.926 0.854 -3.376
C -13.667 1.298 -3.949
C -12.454 1.036 -3.073
N -12.328 2.003 -1.979
C -11.142 1.775 -1.124
C -9.712 1.917 -1.704
O -9.310 0.764 -2.543
C -8.097 0.781 -3.298
H -16.912 0.406 -3.681
H -15.823 -0.266 -4.836
H -16.068 1.510 -4.790
H -13.835 2.363 -4.106
H -13.453 0.751 -4.867
H -11.505 1.161 -3.595
H -12.555 0.001 -2.748
H -12.259 2.868 -2.497
H -11.205 0.815 -0.612
H -11.199 2.590 -0.404
H -8.963 2.145 -0.945
H -9.796 2.766 -2.383
H -7.188 0.615 -2.721
H -7.991 1.770 -3.744
H -8.134 0.026 -4.084


No. 7
112
Properties=species:S:1:pos:R:3 method="wB97M-V/def2-TZVPD" total_charge=0 lumo_energy_ev=0.30 largest_force_ev_per_a=4.194 smiles="CCOC(=O)C(F)(F)F.CCOC(=O)C(F)(F)F.CCOC(=O)C(F)(F)F.CCOC(=O)C(F)(F)F.CCOC(=O)C(F)(F)F.CCOC(=O)OC.CCOC(=O)OC.CC#N.CC#N" homo_lumo_gap_ev=10.88
C 13.001 14.572 16.539
C 12.726 14.761 15.063
O 13.630 15.721 14.601
C 14.079 15.627 13.319
O 13.880 14.727 12.536
C 15.017 16.854 13.020
F 14.596 17.478 11.923
F 14.957 17.773 13.983
F 16.295 16.435 12.887
H 14.010 14.250 16.797
H 12.348 13.821 16.984
H 12.898 15.499 17.104
H 11.684 15.050 14.933
H 12.848 13.773 14.618
C 13.815 21.258 10.688
C 13.298 19.858 10.596
O 12.223 19.902 9.680
C 12.144 18.925 8.685
O 12.825 17.912 8.564
C 10.953 19.129 7.754
F 10.295 20.303 8.038
F 11.299 19.218 6.469
F 10.113 18.118 7.882
H 14.310 21.570 9.768
H 14.519 21.395 11.508
H 12.974 21.935 10.838
H 13.010 19.493 11.581
H 14.149 19.333 10.161
C 15.373 10.764 6.931
C 13.891 10.428 6.941
O 13.595 9.323 7.836
C 13.132 9.559 9.062
O 12.873 10.675 9.546
C 13.125 8.291 9.945
F 13.720 7.312 9.286
F 13.743 8.560 11.048
F 11.895 7.851 10.253
H 15.560 11.562 6.213
H 16.051 9.941 6.705
H 15.628 11.127 7.927
H 13.519 10.182 5.946
H 13.334 11.352 7.101
C 15.656 11.933 14.566
C 16.853 11.441 13.797
O 17.156 12.356 12.727
C 16.658 12.122 11.483
O 16.163 11.096 11.024
C 17.028 13.268 10.472
F 15.974 14.053 10.348
F 18.076 13.989 10.813
F 17.324 12.643 9.322
H 15.419 11.400 15.487
H 14.751 11.936 13.958
H 15.643 12.979 14.871
H 16.695 10.436 13.406
H 17.791 11.446 14.351
C 10.346 11.783 7.158
C 8.992 11.999 7.920
O 8.201 13.033 7.409
C 8.491 14.370 7.664
O 9.352 14.732 8.441
C 7.728 15.425 6.788
F 6.543 15.017 6.319
F 7.504 16.565 7.417
F 8.453 15.729 5.721
H 10.198 11.467 6.126
H 11.074 11.191 7.713
H 10.755 12.793 7.112
H 9.082 12.249 8.977
H 8.441 11.061 7.862
C 11.145 17.876 12.151
C 10.799 17.279 13.545
O 9.424 17.508 13.851
C 8.861 16.949 14.975
O 9.438 16.329 15.871
O 7.606 17.372 15.118
C 6.737 16.884 16.144
H 10.519 17.458 11.362
H 12.179 17.706 11.850
H 11.009 18.956 12.213
H 11.484 17.757 14.245
H 10.976 16.205 13.594
H 6.025 17.654 16.443
H 7.296 16.555 17.021
H 6.192 16.021 15.759
C 11.021 9.959 12.603
C 11.769 11.227 12.992
O 12.277 11.091 14.331
C 11.512 11.463 15.440
O 11.881 11.211 16.586
O 10.412 12.111 15.127
C 9.597 12.701 16.118
H 10.873 10.027 11.525
H 10.057 9.946 13.111
H 11.563 9.057 12.888
H 11.074 12.067 13.006
H 12.618 11.416 12.336
H 9.552 13.787 16.043
H 9.666 12.398 17.163
H 8.637 12.322 15.768
C 12.061 14.229 9.802
C 11.222 14.271 10.994
N 10.573 14.302 11.985
H 13.096 14.063 10.102
H 11.885 15.146 9.240
H 11.766 13.383 9.182
C 15.633 16.764 9.193
C 16.468 15.958 8.241
N 17.085 15.350 7.507
H 15.419 17.629 8.566
H 16.276 16.865 10.068
H 14.630 16.457 9.488


No. 8
19
Properties=species:S:1:pos:R:3 method="wB97M-V/def2-TZVPD" total_charge=-1 relative_energy_ev=3.0314 lumo_energy_ev=3.64 largest_force_ev_per_a=3.841 smiles="CC#CC(O)=[S@](=O)([O-])OC(C)=O" homo_lumo_gap_ev=7.25
C -3.991 0.895 0.884
C -2.699 0.709 0.157
C -1.530 0.286 0.089
C -0.223 -0.220 -0.198
O 0.027 -0.785 -1.469
S 0.887 1.247 -0.363
O 0.914 2.223 0.640
O 0.969 1.686 -1.763
O 2.467 0.562 -0.259
C 2.426 -0.526 0.563
C 2.655 -1.847 -0.118
O 2.379 -0.504 1.755
H -4.504 1.704 0.273
H -4.499 -0.004 0.809
H -3.735 1.183 2.021
H 0.177 0.002 -2.041
H 1.947 -1.918 -0.842
H 3.677 -1.985 -0.658
H 2.658 -2.709 0.519